This record from the OMol25 dataset describes C24H50BMg2N2O24 as an isolated structure. The level of theory is ωB97M-V/def2-TZVPD.

Computed properties:
Highest occupied orbital energy (alpha / beta) ... -13.17 / -13.17 eV
Expectation value of S² ... 0.757
F_max ... 0.124 hartree/bohr
HOMO-LUMO gap (alpha / beta) ... 6.8 / 2.7 eV
Energy above the lowest of the compared OMol25 structures with the same formula, charge and spin ... 0.1092 eV
Total charge ... +2
2S+1 ... 2

Geometry (Å):
1 Mg -0.604 2.205 -1.639
2 Mg -2.060 -1.788 2.219
3 O -1.892 2.448 -3.106
4 O 3.376 2.913 2.122
5 O 4.794 0.899 1.655
6 O 4.185 -1.116 -4.753
7 O 3.000 0.803 3.146
8 O 2.423 1.208 0.901
9 O 3.843 -1.409 -1.600
10 O 0.476 1.528 -3.025
11 O 6.079 -0.812 2.577
12 O 0.053 4.074 -1.949
13 O 3.805 -0.940 4.429
14 O -0.155 -1.169 -0.523
15 O -1.822 3.148 -0.328
16 O -3.991 -1.537 2.436
17 O -0.861 1.644 2.912
18 O -0.236 -2.276 2.321
19 O -2.374 -3.326 1.129
20 O 0.808 2.169 -0.159
21 O 2.073 4.655 1.233
22 O -1.848 -0.142 3.367
23 O -1.843 -0.609 0.625
24 O -0.769 0.881 4.931
25 O -2.431 -2.874 3.905
26 O -1.153 0.554 -0.929
27 N -1.027 -0.414 -0.301
28 N -1.143 0.826 3.717
29 C -0.409 5.032 -0.973
30 C 4.161 -2.410 -2.584
31 C -0.023 -3.583 1.837
32 C -1.254 2.657 -4.345
33 C -1.125 -4.001 0.802
34 C 5.092 -0.086 2.460
35 C 1.630 0.664 -2.864
36 C 4.968 -0.671 -5.856
37 C -1.498 4.480 0.021
38 C -3.293 2.885 -3.094
39 C 4.944 -1.877 -3.851
40 C 0.960 -1.722 2.925
41 C -4.605 -2.124 3.611
42 C -3.755 -3.349 4.103
43 C 1.778 2.260 0.534
44 C -3.448 -4.058 0.378
45 C 3.883 -0.145 3.485
46 C 2.387 3.489 1.401
47 C -0.008 1.657 -4.337
48 C 1.206 4.498 -2.584
49 C -1.549 -3.472 4.820
50 C 3.114 -1.879 -0.486
51 C -2.883 2.738 0.545
52 C -4.905 -0.551 2.022
53 B 3.407 1.441 1.940
54 H -1.139 -5.091 0.809
55 H -3.939 -4.052 3.290
56 H -3.718 3.436 0.478
57 H -0.701 5.905 -1.557
58 H 5.166 -1.544 -6.478
59 H -4.633 -0.191 1.030
60 H -2.661 2.559 1.597
61 H -1.456 -4.543 4.639
62 H -5.900 -0.996 2.053
63 H 0.741 2.090 -5.000
64 H 3.047 -1.041 0.207
65 H -3.926 -3.710 5.117
66 H -4.962 0.314 2.682
67 H -0.667 -3.730 -0.149
68 H -3.314 -3.722 -0.650
69 H 1.499 3.842 -3.403
70 H 3.528 -2.820 -0.124
71 H -4.457 -3.836 0.726
72 H -0.034 -4.329 2.631
73 H 1.507 -0.389 -3.115
74 H -3.564 3.847 -3.530
75 H -1.167 4.582 1.055
76 H -3.926 2.239 -3.702
77 H -3.348 -5.138 0.490
78 H 0.330 5.565 -0.375
79 H -3.744 2.929 -2.103
80 H 1.537 -1.211 2.155
81 H 0.764 -1.208 3.866
82 H 1.976 4.610 -1.821
83 H 5.247 -2.741 -4.443
84 H 5.804 -1.245 -3.626
85 H -3.257 1.821 0.089
86 H -1.053 3.727 -4.391
87 H 5.930 -0.295 -5.509
88 H -2.381 5.115 -0.047
89 H -0.343 0.786 -4.901
90 H -1.867 2.418 -5.214
91 H 2.426 1.032 -3.512
92 H 0.937 5.424 -3.093
93 H 2.124 -2.080 -0.896
94 H 4.662 -3.314 -2.239
95 H 0.942 -3.644 1.334
96 H 1.591 -2.508 3.342
97 H -1.875 -3.403 5.858
98 H -5.561 -2.530 3.282
99 H -0.542 -3.055 4.811
100 H 4.461 0.147 -6.367
101 H -4.849 -1.400 4.389
102 H 2.049 0.721 -1.859
103 H 3.237 -2.760 -3.046

Results of the Mulliken charge analysis, in e, for atoms 1 through 5: 0.82 0.07 -0.21 -0.39 -0.52